DFT (ωB97M-V/def2-TZVPD) results for C55H48CrN7O4SSeTe as an isolated structure in a non-equilibrium geometry.

Output
Multiplicity: 2
Energy relative to the best compared isomer or geometry (same formula, charge and spin) in eV: 1.750
Highest occupied orbital energy (spin up / spin down) in eV: -12.14 / -12.14
Net charge: +2
Orbital gap (spin up / spin down) in eV: 6.085 / 6.153

Each line ends with the Mulliken charge.
Atoms and positions in Å:
Cr -0.04 -0.12 -0.18  0.346
Se 4.03 -6.47 2.80  0.367
N 2.30 -6.23 2.69  -0.880
C 2.06 -5.03 2.18  0.804
C 0.76 -4.48 1.97  0.645
C -0.40 -5.15 2.37  -0.652
C -1.62 -4.52 2.20  -1.382
C -1.63 -3.26 1.60  -0.126
N -0.56 -2.63 1.19  0.467
C 0.64 -3.20 1.38  -0.748
C 1.82 -2.43 1.03  -0.384
N 1.68 -1.19 0.49  0.991
C 2.78 -0.46 0.32  -0.028
C 4.06 -0.88 0.61  -1.843
C 4.24 -2.15 1.11  -0.715
C 3.11 -2.95 1.33  0.529
C 3.22 -4.27 1.87  0.783
N 4.36 -4.88 2.15  -0.866
H -0.32 -6.12 2.83  0.569
H -2.53 -4.98 2.53  0.524
H -2.58 -2.76 1.45  0.554
H 2.63 0.54 -0.07  0.131
H 4.90 -0.22 0.46  0.623
H 5.21 -2.55 1.37  0.593
C -6.16 3.22 1.01  -1.710
C -4.91 2.55 0.54  0.229
C -4.74 2.19 -0.80  -1.027
C -3.55 1.65 -1.27  0.674
C -3.52 0.99 -2.61  0.263
O -4.48 0.30 -2.93  -0.628
C -2.31 1.06 -3.44  0.142
C -1.41 2.12 -3.37  -0.162
C -0.31 2.13 -4.21  -0.799
C -0.10 1.10 -5.12  -0.505
C -1.01 0.06 -5.20  -0.520
C -2.10 0.04 -4.37  -0.808
C -2.46 1.45 -0.38  -0.254
O -1.30 1.09 -0.80  -0.681
C -2.71 1.60 1.02  0.933
C -3.92 2.19 1.43  -1.036
C -1.76 1.12 2.00  -0.021
N -0.72 0.40 1.70  0.829
C 0.19 0.07 2.78  -0.705
C 1.33 1.08 2.81  -0.272
Te 3.02 0.32 3.92  0.208
C 2.29 1.24 5.73  0.072
C 1.62 0.48 6.68  -0.207
C 1.12 1.09 7.81  -0.599
C 1.28 2.46 7.99  -0.504
C 1.95 3.21 7.05  -0.597
C 2.46 2.60 5.91  -0.318
C -2.08 1.43 3.42  -0.616
C -1.60 2.58 4.04  0.189
C -1.86 2.81 5.38  -1.026
C -2.62 1.91 6.11  -0.578
C -3.11 0.77 5.50  -0.940
C -2.84 0.52 4.16  0.276
H -6.88 3.31 0.20  0.404
H -5.92 4.22 1.37  0.324
H -6.61 2.67 1.83  0.384
H -5.55 2.31 -1.50  0.471
H -1.60 2.94 -2.70  0.682
H 0.38 2.96 -4.18  0.503
H 0.75 1.13 -5.78  0.582
H -0.87 -0.74 -5.92  0.471
H -2.83 -0.76 -4.43  0.773
H -4.09 2.36 2.48  0.654
H 0.57 -0.94 2.61  0.694
H -0.31 0.07 3.75  0.520
H 1.01 2.00 3.28  0.428
H 1.67 1.30 1.80  -0.891
H 1.51 -0.59 6.54  0.412
H 0.60 0.50 8.55  0.421
H 0.90 2.93 8.89  0.440
H 2.09 4.27 7.19  0.418
H 3.00 3.19 5.18  0.419
H -1.04 3.29 3.46  0.590
H -1.48 3.70 5.85  0.471
H -2.84 2.10 7.14  0.453
H -3.71 0.07 6.06  0.462
H -3.20 -0.38 3.69  0.512
O 2.39 -3.01 -5.94  -0.511
C 2.98 -1.84 -5.46  -0.548
C 2.21 -1.33 -4.27  0.103
C 2.56 -0.14 -3.64  -1.815
C 1.85 0.26 -2.53  0.241
N 0.84 -0.44 -2.00  1.923
C 0.43 -1.54 -2.67  0.262
C 1.10 -2.02 -3.79  -1.090
C -0.86 -2.03 -2.19  0.167
C -1.71 -2.86 -2.91  -0.902
C -3.04 -3.01 -2.54  0.647
C -3.99 -3.75 -3.44  -1.075
O -3.99 -3.17 -4.72  -0.509
C -3.47 -2.31 -1.41  -1.885
C -2.56 -1.54 -0.71  -1.144
N -1.29 -1.41 -1.07  2.085
H 2.91 -3.35 -6.68  0.339
H 3.01 -1.06 -6.23  0.354
H 4.03 -2.02 -5.14  0.340
H 3.36 0.48 -4.01  0.602
H 2.07 1.19 -2.03  -0.235
H 0.79 -2.91 -4.31  0.679
H -1.35 -3.36 -3.80  0.482
H -5.00 -3.76 -3.00  0.360
H -3.65 -4.78 -3.58  0.360
H -4.55 -2.38 -4.72  0.356
H -4.50 -2.33 -1.11  0.477
H -2.87 -0.98 0.16  1.259
C 2.69 3.79 -1.02  -1.182
S 1.28 3.04 -0.14  0.590
C 0.05 4.30 -0.54  -0.873
H 2.51 3.79 -2.09  0.261
H 3.59 3.22 -0.78  0.347
H 2.81 4.81 -0.66  0.459
H 0.34 5.24 -0.07  0.580
H -0.91 3.97 -0.15  0.012
H -0.01 4.42 -1.62  0.286

---

DFT (ωB97M-V/def2-TZVPD) results for C55H51BaN6O6P4Se as an isolated structure in a non-equilibrium geometry.

Output
Multiplicity: 1
Energy relative to the best compared isomer or geometry (same formula, charge and spin) in eV: 5.443
Highest occupied orbital energy in eV: -3.66
Net charge: -1
Orbital gap in eV: 5.732

Each line ends with the Mulliken charge.
Atoms and positions in Å:
Ba -0.09 1.08 -1.67  2.316
C -3.89 -5.46 -2.26  -0.960
N -2.95 -4.39 -2.46  0.356
C -1.86 -4.44 -3.27  -1.180
C -1.23 -3.23 -3.14  -0.351
N -1.90 -2.46 -2.26  0.404
C -2.93 -3.15 -1.86  0.024
P -4.26 -2.61 -0.74  -0.597
C -4.40 -0.87 -1.21  0.113
N -3.57 -0.15 -1.93  -0.033
C -4.14 1.07 -2.04  -0.709
C -5.35 1.09 -1.39  -0.556
N -5.52 -0.16 -0.88  0.324
C -6.62 -0.63 -0.08  -0.909
C -3.27 -2.38 0.76  -0.063
N -2.96 -1.22 1.31  -0.023
C -2.26 -1.51 2.42  -0.293
C -2.15 -2.86 2.58  -0.778
N -2.82 -3.41 1.52  0.269
C -2.99 -4.81 1.26  -0.815
H -4.33 -5.78 -3.21  0.346
H -3.40 -6.32 -1.79  0.324
H -4.69 -5.11 -1.60  0.326
H -1.63 -5.31 -3.85  0.498
H -0.36 -2.84 -3.63  0.502
H -3.64 1.86 -2.57  0.603
H -6.08 1.85 -1.25  0.488
H -7.46 0.06 -0.18  0.354
H -6.93 -1.62 -0.41  0.316
H -6.33 -0.69 0.97  0.288
H -1.88 -0.73 3.05  0.408
H -1.67 -3.47 3.31  0.461
H -3.02 -5.36 2.20  0.401
H -3.94 -4.95 0.73  0.328
H -2.18 -5.20 0.64  0.151
C 4.63 -0.72 1.59  -0.579
C 3.67 -1.59 2.08  -0.511
C 2.77 -2.17 1.22  -0.769
C 2.79 -1.87 -0.14  0.653
C 3.74 -0.99 -0.63  -0.179
C 4.66 -0.41 0.24  -0.714
P 1.54 -2.73 -1.19  0.703
C 2.45 -4.35 -1.16  -0.067
C 3.84 -4.44 -1.23  -0.147
C 4.47 -5.67 -1.26  -0.677
C 3.73 -6.84 -1.19  -0.590
C 2.35 -6.76 -1.10  -0.430
C 1.71 -5.53 -1.09  -0.602
C 1.95 -2.10 -2.86  -0.425
C 2.70 -2.86 -3.76  -0.500
C 2.91 -2.40 -5.05  -0.767
C 2.35 -1.20 -5.43  -0.542
C 1.60 -0.46 -4.52  -0.458
C 1.35 -0.87 -3.20  0.516
H 5.36 -0.28 2.26  0.382
H 3.65 -1.83 3.14  0.409
H 2.02 -2.86 1.59  0.421
H 3.75 -0.74 -1.68  0.403
H 5.41 0.26 -0.15  0.420
H 4.41 -3.53 -1.29  0.416
H 5.55 -5.72 -1.33  0.399
H 4.23 -7.79 -1.21  0.354
H 1.77 -7.68 -1.04  0.396
H 0.63 -5.48 -1.04  0.290
H 3.12 -3.81 -3.47  0.287
H 3.50 -2.99 -5.74  0.330
H 2.49 -0.84 -6.44  0.335
H 1.17 0.48 -4.85  0.440
O 1.44 0.91 -0.07  -0.129
P 1.80 1.99 0.86  2.030
C 0.97 3.58 0.68  -1.567
P -0.81 3.17 0.28  0.000
O -1.26 1.79 0.07  -1.171
C -1.24 3.37 2.14  0.078
C -0.96 4.52 2.88  -0.305
C -1.11 4.53 4.25  -0.795
C -1.60 3.41 4.91  -0.650
C -1.97 2.30 4.18  -0.418
C -1.79 2.29 2.80  -0.380
C -1.91 4.55 -0.14  0.258
C -3.25 4.21 -0.09  -0.150
C -4.22 5.17 -0.27  -0.783
C -3.84 6.49 -0.46  -0.579
C -2.50 6.83 -0.51  -0.774
C -1.53 5.86 -0.36  -0.111
C 1.55 1.51 2.59  0.745
C 1.86 2.33 3.67  -0.491
C 1.66 1.87 4.96  -1.080
C 1.13 0.61 5.18  -0.874
C 0.81 -0.20 4.10  -0.707
C 1.02 0.24 2.81  -0.897
C 3.54 2.49 0.60  0.711
C 3.83 2.75 -0.74  -0.939
C 5.08 3.20 -1.11  -0.664
C 6.05 3.40 -0.15  -0.719
C 5.77 3.14 1.18  -0.624
C 4.52 2.69 1.57  -0.339
H 1.48 4.13 -0.11  1.236
H 1.06 4.12 1.62  0.796
H -0.61 5.41 2.38  0.490
H -0.84 5.41 4.82  0.398
H -1.69 3.42 5.99  0.381
H -2.38 1.44 4.68  0.468
H -2.08 1.42 2.22  0.366
H -3.51 3.16 0.05  0.302
H -5.27 4.91 -0.26  0.406
H -4.59 7.26 -0.57  0.375
H -2.21 7.86 -0.67  0.411
H -0.48 6.11 -0.44  0.514
H 2.25 3.32 3.50  0.523
H 1.90 2.50 5.81  0.415
H 0.97 0.26 6.19  0.410
H 0.40 -1.19 4.27  0.564
H 0.77 -0.36 1.94  0.526
H 3.06 2.56 -1.48  0.319
H 5.29 3.40 -2.15  0.467
H 7.03 3.76 -0.45  0.369
H 6.54 3.30 1.93  0.429
H 4.30 2.48 2.61  0.494
O -0.04 3.32 -1.52  -1.115
Se -0.85 3.47 -3.02  1.487
O -2.40 3.75 -2.83  -0.731
O -0.58 2.03 -3.69  -0.681
O -0.09 4.63 -3.79  -0.821

---

DFT (ωB97M-V/def2-TZVPD) results for C55H53AsBiN6O4PS3Se as an isolated structure in a non-equilibrium geometry.

Output
Multiplicity: 1
Highest occupied orbital energy in eV: -7.74
Orbital gap in eV: 7.114

Each line ends with the Mulliken charge.
Atoms and positions in Å:
Bi 17.16 14.38 14.00  2.143
C 18.61 12.66 16.07  -1.445
N 19.07 14.02 15.52  0.785
C 20.44 13.92 15.05  -1.347
C 18.89 15.03 16.57  -1.198
C 17.47 15.53 16.86  0.631
C 17.30 16.38 17.95  -1.031
C 16.07 16.99 18.08  -0.914
C 14.99 16.65 17.21  -0.692
C 15.26 15.95 16.04  -0.945
C 16.51 15.41 15.84  0.794
H 19.36 12.28 16.70  0.585
H 18.39 11.95 15.24  0.260
H 17.65 12.86 16.54  0.359
H 21.14 13.87 15.92  0.281
H 20.80 14.82 14.51  0.291
H 20.66 13.02 14.48  0.403
H 19.56 15.89 16.35  0.519
H 19.30 14.59 17.53  0.422
H 18.06 16.55 18.70  0.468
H 15.76 17.77 18.77  0.413
H 14.04 17.06 17.50  0.601
H 14.55 15.92 15.28  0.650
N 13.12 10.80 12.73  0.422
C 11.72 10.50 12.82  -0.102
C 11.23 9.30 12.38  -0.863
C 9.88 9.09 12.55  -0.613
C 9.05 10.07 13.07  -0.679
C 9.56 11.34 13.33  -0.700
C 10.90 11.53 13.24  1.189
S 11.51 13.02 13.75  -0.142
N 12.94 13.12 12.72  -0.779
C 13.55 12.05 12.41  0.090
C 14.90 12.11 11.71  1.273
C 15.77 11.02 11.56  -0.226
C 16.99 11.23 10.95  -1.266
C 17.16 12.35 10.21  -0.287
C 16.20 13.31 10.31  -0.510
N 15.11 13.20 11.03  -0.506
H 13.67 9.99 12.41  0.174
H 11.93 8.54 12.07  0.407
H 9.51 8.07 12.35  0.330
H 8.06 9.71 13.39  0.363
H 8.86 12.09 13.67  0.462
H 15.59 10.09 11.99  0.410
H 17.78 10.51 10.91  0.457
H 18.06 12.55 9.72  0.523
H 16.24 14.26 9.78  0.485
O 14.88 14.96 13.21  -0.625
H 15.11 14.88 12.29  0.347
H 14.08 14.29 13.14  0.277
O 12.50 8.80 15.41  -0.384
H 12.17 9.64 15.75  -0.164
H 13.46 9.02 15.26  0.095
Se 15.91 9.50 15.37  -0.197
C 15.69 11.22 14.96  -0.032
N 15.75 12.35 14.73  -0.883
O 20.62 13.54 11.09  -0.650
S 20.62 14.97 11.37  1.073
O 21.77 15.54 11.97  -0.653
N 19.35 15.38 12.42  -0.311
C 18.60 16.32 11.89  0.774
S 17.39 17.03 12.77  -0.533
C 18.84 16.60 10.45  0.140
C 18.19 17.47 9.64  -0.473
C 18.63 17.45 8.35  -0.444
C 19.74 16.76 7.86  -0.607
C 20.44 15.91 8.75  -0.704
C 19.96 15.92 10.03  0.122
H 17.19 17.97 9.99  0.288
H 18.12 18.12 7.64  0.368
H 20.10 17.00 6.90  0.445
H 21.37 15.42 8.45  0.458
C 10.54 10.59 18.83  -1.278
C 9.16 10.36 18.30  -1.501
As 8.13 8.84 18.99  0.191
C 8.52 9.15 20.87  0.119
C 7.76 10.15 21.47  -0.466
C 7.99 10.55 22.74  -0.503
C 8.95 9.96 23.57  -0.538
C 9.77 8.96 22.99  -0.764
C 9.58 8.57 21.63  -0.056
C 9.40 7.43 18.63  0.169
C 10.34 7.49 17.63  0.232
C 11.01 6.36 17.13  -0.593
C 10.80 5.11 17.72  -0.333
C 9.86 5.07 18.76  -0.741
C 9.22 6.20 19.21  -0.371
P 11.68 11.36 17.62  1.232
C 13.23 11.39 18.52  0.194
C 14.32 12.06 17.94  -0.512
C 15.53 12.18 18.54  -0.019
C 15.80 11.41 19.68  -1.009
C 14.82 10.59 20.19  -0.782
C 13.50 10.63 19.66  -1.018
C 11.11 13.09 17.84  0.294
C 11.83 14.11 18.46  0.008
C 11.44 15.45 18.40  -0.487
C 10.30 15.79 17.74  -0.388
C 9.50 14.78 17.17  -0.815
C 10.01 13.52 17.12  -0.078
H 11.00 9.66 19.12  0.860
H 10.46 11.07 19.87  0.597
H 9.10 10.43 17.18  0.497
H 8.52 11.18 18.68  0.551
H 6.93 10.55 20.97  0.466
H 7.47 11.40 23.22  0.316
H 9.05 10.29 24.56  0.462
H 10.57 8.55 23.58  0.393
H 10.06 7.77 21.17  0.507
H 10.66 8.48 17.30  0.066
H 11.80 6.43 16.37  0.335
H 11.37 4.17 17.41  0.321
H 9.74 4.15 19.31  0.347
H 8.57 6.18 20.09  0.395
H 14.13 12.69 17.05  0.770
H 16.33 12.77 18.15  0.282
H 16.78 11.38 20.12  0.378
H 15.06 10.01 21.05  0.470
H 12.72 10.03 20.06  0.681
H 12.81 13.83 18.90  0.320
H 12.04 16.29 18.92  0.382
H 9.92 16.88 17.67  0.285
H 8.52 15.03 16.69  0.334
H 9.39 12.80 16.57  0.125

---

DFT (ωB97M-V/def2-TZVPD) results for C55H54AsClN9NiO3S3 as an isolated structure in a non-equilibrium geometry.

Output
Multiplicity: 1
Highest occupied orbital energy (spin up / spin down) in eV: -9.60 / -9.61
Net charge: +1
Orbital gap (spin up / spin down) in eV: 6.831 / 6.832

Each line ends with the Mulliken charge.
Atoms and positions in Å:
Ni -0.94 -0.37 0.09  -0.378
O -5.04 -1.40 0.09  -0.790
S -4.17 -0.22 0.22  0.680
O -2.75 -1.71 2.54  -0.373
N -2.78 -0.36 -0.74  0.214
C -2.81 -0.95 -1.97  -0.516
C -3.93 -1.41 -2.65  -0.274
C -3.81 -1.95 -3.94  -1.084
C -2.61 -2.03 -4.59  -0.960
C -1.44 -1.60 -3.93  1.082
C -0.16 -1.66 -4.51  -1.069
C 0.93 -1.24 -3.80  -1.154
C 0.74 -0.76 -2.50  0.783
N -0.44 -0.68 -1.91  0.545
C -1.53 -1.07 -2.62  0.625
C -5.00 1.10 -0.71  0.176
C -6.22 0.80 -1.30  -0.403
C -6.91 1.78 -1.99  -0.828
C -6.37 3.06 -2.09  -0.508
C -5.17 3.36 -1.46  -0.627
C -4.48 2.39 -0.76  -0.284
H -4.89 -1.37 -2.17  0.577
H -4.71 -2.29 -4.44  0.422
H -2.53 -2.44 -5.59  0.428
H -0.06 -2.06 -5.52  0.438
H 1.92 -1.28 -4.21  0.640
H 1.61 -0.45 -1.93  -0.535
H -6.61 -0.21 -1.20  0.562
H -7.86 1.55 -2.45  0.404
H -6.90 3.82 -2.65  0.421
H -4.78 4.37 -1.50  0.411
H -3.55 2.63 -0.26  0.472
N -1.65 -3.85 -0.52  -0.350
C -0.87 -3.51 0.53  0.045
N -0.43 -2.31 0.76  1.143
C 0.40 -2.27 1.87  -1.134
C 0.59 -3.46 2.49  -0.253
S -0.30 -4.70 1.67  -0.277
C 0.97 -0.98 2.21  -0.913
C 1.56 -0.60 3.37  0.179
S 2.01 1.06 3.31  -0.319
C 1.35 1.15 1.70  -0.938
N 0.85 0.03 1.27  1.780
N 1.33 2.31 0.99  0.005
H -2.12 -3.10 -1.01  0.077
H -2.10 -4.75 -0.53  0.250
H 1.19 -3.69 3.35  0.495
H 1.75 -1.19 4.25  0.499
H 2.00 3.03 1.24  0.283
H 1.19 2.17 0.00  0.151
C 5.32 2.97 -3.97  -0.498
C 6.20 2.40 -3.05  -0.832
C 5.72 1.60 -2.03  -0.261
C 4.35 1.34 -1.92  0.465
C 3.49 1.91 -2.86  -0.564
C 3.96 2.72 -3.87  -0.832
As 3.51 0.26 -0.53  1.837
C 4.72 0.51 0.97  0.374
C 5.21 1.78 1.28  -0.668
C 5.92 1.99 2.45  -0.781
C 6.16 0.93 3.32  -0.545
C 5.68 -0.33 3.01  -0.758
C 4.96 -0.54 1.85  -0.483
C 4.08 -1.54 -1.02  0.051
C 3.24 -2.59 -0.67  0.661
C 3.62 -3.91 -0.89  -0.621
C 4.85 -4.18 -1.47  -0.760
C 5.69 -3.14 -1.84  -0.626
C 5.30 -1.82 -1.62  -0.477
H 5.71 3.60 -4.76  0.393
H 7.26 2.59 -3.14  0.413
H 6.40 1.19 -1.29  0.402
H 2.42 1.71 -2.77  0.226
H 3.27 3.16 -4.58  0.439
H 5.04 2.60 0.58  0.474
H 6.30 2.98 2.68  0.441
H 6.72 1.10 4.23  0.413
H 5.87 -1.16 3.69  0.456
H 4.57 -1.53 1.62  0.366
H 2.27 -2.37 -0.22  -0.011
H 2.97 -4.72 -0.59  0.479
H 5.17 -5.20 -1.62  0.376
H 6.65 -3.34 -2.30  0.428
H 5.96 -1.01 -1.91  0.289
C -5.75 4.79 4.74  -1.961
C -4.81 3.62 5.08  1.977
C -5.61 2.31 4.94  -1.732
C -4.38 3.78 6.55  -1.714
C -3.59 3.61 4.10  1.790
O -4.02 3.31 2.78  -0.421
C -2.94 4.99 4.02  -1.765
C -1.69 5.15 3.14  -0.735
C -1.94 5.47 1.68  -0.036
C -2.80 6.49 1.30  -0.169
C -2.94 6.87 -0.02  -0.997
C -2.20 6.23 -1.00  0.298
Cl -2.35 6.72 -2.65  -0.225
C -1.34 5.20 -0.66  -1.006
C -1.21 4.84 0.68  0.313
C -2.55 2.52 4.59  -2.542
N -2.32 1.47 3.64  1.507
C -1.68 1.49 2.48  -0.443
N -1.76 0.31 1.90  1.879
C -2.47 -0.43 2.78  -0.574
N -2.84 0.23 3.84  -1.275
H -6.71 4.64 5.23  0.550
H -5.93 4.85 3.66  0.258
H -5.35 5.74 5.09  0.383
H -6.14 2.11 5.87  0.500
H -4.98 1.44 4.74  0.271
H -6.37 2.39 4.15  0.405
H -5.26 4.06 7.14  0.539
H -3.64 4.57 6.67  0.243
H -3.99 2.86 6.97  0.429
H -4.68 2.60 2.81  0.593
H -2.69 5.30 5.03  0.452
H -3.70 5.67 3.64  0.460
H -1.03 4.28 3.21  0.187
H -1.12 5.99 3.55  0.525
H -3.37 7.03 2.05  0.439
H -3.62 7.67 -0.29  0.456
H -0.76 4.71 -1.42  0.539
H -0.51 4.05 0.92  0.432
H -2.92 2.02 5.48  0.557
H -1.61 3.00 4.84  0.225
H -1.19 2.36 2.07  -0.052
H -3.34 -2.05 3.23  0.356

---

E across the listed records, respectively: -188319.391 -182283.280 -248841.728 -224371.551 eV.